Entry 1:
# C69H88F2N12O5S2

7 unconnected molecules or ions with the total composition C69H88F2N12O5S2 (ωB97M-V with the def2-TZVPD basis set, OMol25).

Computed properties:
E_tot (eV): -128104.9982
Total charge: +8
Lowest unoccupied orbital energy (eV): -15.69
Kohn-Sham gap (eV): 2.14

Each line ends with the Mulliken charge.
Cartesian coordinates (Å):
C: 2.26 -1.38 -1.25  -0.785
C: 0.96 -1.82 -1.92  2.515
C: 1.44 -2.02 -3.43  0.309
C: 0.54 -2.79 -4.39  -0.376
C: 0.01 -4.00 -3.66  -1.661
C: -0.57 -3.83 -2.20  1.618
N: 0.42 -3.08 -1.37  0.795
O: 0.22 -3.20 0.03  -0.603
C: -0.71 -5.32 -1.71  -1.837
C: -1.94 -3.09 -2.43  -1.411
C: -0.04 -0.66 -1.93  -0.993
H: 2.69 -0.48 -1.70  -0.055
H: 3.06 -2.12 -1.26  -0.257
H: 2.12 -1.20 -0.19  0.049
H: 2.39 -2.54 -3.36  -0.610
H: 1.69 -1.02 -3.80  -0.259
H: 1.06 -2.99 -5.33  0.475
H: -0.29 -2.13 -4.67  -0.119
H: 0.56 -4.92 -3.87  0.497
H: -0.83 -4.25 -4.30  0.531
H: -1.33 -5.87 -2.43  0.518
H: -1.17 -5.44 -0.73  0.276
H: 0.25 -5.83 -1.71  0.307
H: -2.15 -2.48 -1.56  -0.147
H: -2.81 -3.71 -2.62  0.387
H: -1.98 -2.43 -3.29  0.414
H: -0.53 -0.62 -0.96  -0.377
H: -0.82 -0.73 -2.68  0.336
H: 0.31 0.37 -1.95  -0.189
C: -13.62 -6.28 -0.58  -0.807
N: -12.38 -5.58 -0.57  0.048
C: -12.08 -4.54 0.25  -0.357
C: -10.87 -3.81 0.12  -0.558
C: -9.94 -4.16 -0.86  0.695
C: -10.33 -5.19 -1.69  -0.677
C: -11.52 -5.87 -1.57  -0.165
C: -8.66 -3.43 -1.07  0.458
C: -7.76 -3.42 0.01  -0.670
C: -6.69 -2.50 -0.07  0.028
N: -6.37 -1.88 -1.20  0.139
C: -7.20 -1.96 -2.33  -0.409
C: -8.34 -2.80 -2.30  -0.492
C: -5.17 -0.98 -1.36  -1.077
H: -14.45 -5.66 -0.93  0.410
H: -13.96 -6.62 0.40  0.369
H: -13.60 -7.08 -1.32  0.258
H: -12.85 -4.20 0.94  0.472
H: -10.61 -3.01 0.79  0.506
H: -9.72 -5.41 -2.55  0.479
H: -11.72 -6.73 -2.19  0.399
H: -7.81 -3.96 0.94  0.455
H: -6.00 -2.47 0.76  0.344
H: -7.00 -1.27 -3.13  0.515
H: -8.92 -2.88 -3.20  0.537
H: -4.59 -1.47 -2.15  0.532
H: -4.59 -1.07 -0.44  0.205
H: -5.45 0.06 -1.51  0.364
C: 7.06 -0.62 6.12  -0.843
N: 6.55 -1.24 4.85  0.019
C: 6.98 -0.80 3.61  -0.356
C: 6.56 -1.47 2.44  -0.690
C: 5.69 -2.53 2.57  0.989
C: 5.30 -2.95 3.84  -0.703
C: 5.75 -2.28 4.93  -0.381
C: 5.17 -3.23 1.31  0.956
C: 5.90 -3.25 0.06  -0.608
C: 5.30 -3.81 -1.09  -0.586
N: 4.02 -4.35 -1.02  0.150
C: 3.33 -4.42 0.08  -0.019
C: 3.88 -3.82 1.27  -0.868
C: 3.54 -4.97 -2.30  -0.719
H: 7.91 -1.22 6.47  0.378
H: 6.28 -0.47 6.87  0.354
H: 7.52 0.32 5.84  0.309
H: 7.69 0.00 3.49  0.439
H: 6.85 -1.01 1.51  0.339
H: 4.67 -3.81 4.01  0.598
H: 5.42 -2.52 5.93  0.445
H: 6.76 -2.60 -0.01  0.450
H: 5.93 -3.83 -1.97  0.587
H: 2.35 -4.85 -0.01  0.281
H: 3.22 -3.68 2.11  0.450
H: 3.59 -4.18 -3.05  0.205
H: 2.57 -5.44 -2.17  0.102
H: 4.32 -5.70 -2.53  0.531
C: 5.42 -1.17 -3.74  -1.023
N: 4.64 0.01 -4.02  0.372
C: 4.51 1.01 -3.06  -0.500
C: 3.83 2.18 -3.38  -0.425
C: 3.36 2.47 -4.64  0.313
C: 3.62 1.50 -5.63  -0.405
C: 4.22 0.26 -5.34  -0.645
C: 2.62 3.70 -5.04  0.405
C: 2.96 4.58 -6.13  -0.262
C: 2.28 5.77 -6.40  -0.376
N: 1.38 6.21 -5.48  0.085
C: 0.97 5.43 -4.42  -0.650
C: 1.54 4.19 -4.22  -0.812
C: 0.83 7.55 -5.64  -0.988
H: 4.91 -2.06 -4.11  0.365
H: 5.60 -1.36 -2.68  0.186
H: 6.30 -1.07 -4.38  0.511
H: 4.96 0.76 -2.10  0.533
H: 3.69 2.93 -2.61  0.693
H: 3.32 1.61 -6.67  0.438
H: 4.31 -0.54 -6.07  0.491
H: 3.82 4.32 -6.74  0.556
H: 2.62 6.51 -7.11  0.481
H: 0.28 5.89 -3.73  0.456
H: 1.06 3.54 -3.50  0.859
H: 0.92 7.77 -6.70  0.384
H: 1.44 8.27 -5.10  0.348
H: -0.23 7.58 -5.36  0.407
C: 0.89 3.10 -0.23  -0.818
N: 1.09 4.42 0.47  0.163
C: 2.08 4.47 1.40  0.033
C: 2.34 5.71 2.02  -0.767
C: 1.59 6.85 1.76  0.755
C: 0.65 6.77 0.71  -0.614
C: 0.44 5.53 0.01  -0.254
C: 1.86 8.11 2.42  0.533
C: 0.89 8.66 3.28  -0.609
C: 1.22 9.90 3.95  -0.249
N: 2.39 10.56 3.75  0.044
C: 3.40 10.02 3.01  -0.271
C: 3.19 8.74 2.48  -0.734
C: 2.61 11.89 4.43  -0.832
H: -0.16 2.86 -0.07  0.558
H: 1.59 2.49 0.35  0.198
H: 1.22 3.07 -1.27  0.059
H: 2.72 3.61 1.55  0.489
H: 3.33 5.86 2.43  0.378
H: 0.13 7.67 0.41  0.556
H: -0.33 5.41 -0.74  0.589
H: -0.09 8.22 3.37  0.496
H: 0.55 10.29 4.70  0.414
H: 4.30 10.61 2.88  0.474
H: 4.04 8.29 1.97  0.441
H: 3.69 11.97 4.57  0.344
H: 2.12 11.93 5.41  0.353
H: 2.32 12.68 3.74  0.352
C: -0.84 -2.57 11.67  -0.816
N: -0.81 -2.33 10.21  0.003
C: -0.76 -1.08 9.76  -0.340
C: -0.90 -0.86 8.39  -0.695
C: -1.07 -1.82 7.41  1.440
C: -1.07 -3.08 7.96  -0.637
C: -0.92 -3.37 9.34  -0.294
C: -1.12 -1.49 5.95  0.924
C: -0.79 -2.44 4.92  -0.997
C: -0.76 -2.06 3.57  -0.370
N: -1.04 -0.79 3.21  0.203
C: -1.24 0.17 4.17  -0.010
C: -1.45 -0.20 5.51  -0.996
C: -0.99 -0.38 1.77  -1.074
H: -1.87 -2.76 11.99  0.369
H: -0.38 -1.80 12.28  0.342
H: -0.29 -3.48 11.87  0.337
H: -0.41 -0.45 10.57  0.401
H: -0.59 0.12 8.06  0.315
H: -1.06 -3.95 7.31  0.351
H: -0.71 -4.34 9.75  0.423
H: -0.59 -3.48 5.15  0.357
H: -0.52 -2.75 2.78  0.731
H: -1.38 1.16 3.77  0.398
H: -1.66 0.58 6.22  0.477
H: -1.49 -1.19 1.24  0.377
H: 0.02 -0.37 1.38  0.367
H: -1.45 0.58 1.56  0.276
N: -1.04 1.49 -7.84  -0.229
S: 0.31 1.65 -8.33  0.863
O: 0.95 0.58 -9.11  -0.578
O: 1.19 2.61 -7.59  -0.416
F: -0.07 2.69 -9.49  -0.330
S: -0.68 0.31 -6.81  0.951
O: 0.21 0.68 -5.67  -0.300
O: -0.60 -1.08 -7.26  -0.528
F: -2.13 0.45 -6.07  -0.332

***

Entry 2:
# C4H9MgO4

A molecular structure, C4H9MgO4 (ωB97M-V with the def2-TZVPD basis set, OMol25).

Computed properties:
E_tot (eV): -17926.2429
Total charge: 0
<S²>: 0.75
Lowest unoccupied orbital energy (alpha / beta) (eV): -0.57 / -1.55
Kohn-Sham gap (alpha / beta) (eV): 8.44 / 7.45
Relative energy (zero: lowest compared OMol25 entry of this formula, charge and spin) (kcal per mole): 0.0
Multiplicity: 2

Each line ends with the natural charge from an NBO analysis.
Cartesian coordinates (Å):
C: -2.60 -1.72 -1.35  -0.324
O: -1.30 -1.34 -1.52  -0.274
H: -2.91 -2.22 -2.29  0.233
H: -2.68 -2.50 -0.56  0.196
H: -3.28 -0.89 -1.12  0.169
O: 3.42 0.91 0.66  -1.036
O: 0.31 2.51 -0.23  -1.066
C: -0.56 1.49 0.04  -0.074
C: 0.19 0.13 0.25  -0.109
O: 1.29 0.43 1.34  -0.702
C: 2.64 -0.08 1.18  0.227
Mg: 2.04 2.25 0.53  1.788
H: -1.27 1.31 -0.79  0.164
H: -1.17 1.66 0.95  0.136
H: 0.81 -0.04 -0.65  0.207
H: -0.46 -0.54 0.84  0.209
H: 2.96 -0.40 2.19  0.132
H: 2.58 -0.98 0.52  0.122